Version a
Here is a 2-piece molecular cluster, C15H19N3O4 overall from the Open Molecules 2025 dataset. Energies are from wB97M-V/def2-TZVPD.

Calculated values
HOMO energy ... -0.3417 hartree

Geometry as ORCA input:
```
! RIJCOSX wB97M-V def2-TZVPD def2/J DEFGRID3
* xyz 0 1
C 7.0147 -0.4947 -0.4389
O 6.2842 0.5216 -1.0144
C 4.9200 0.3273 -1.0090
C 4.2142 0.2154 0.4080
N 2.7532 -0.1850 0.2307
C 2.2896 -1.4236 0.3818
O 3.0483 -2.3757 0.5057
N 0.9718 -1.5417 0.1475
C -0.0197 -0.5559 0.1568
C -1.2839 -0.9320 0.1804
C -2.3241 0.3279 0.1818
C -1.9607 1.5600 0.1249
C -0.4928 1.5874 0.1803
C 0.4637 0.8434 0.3332
C 1.8601 1.0712 0.2264
O 2.2297 2.1869 0.5072
H -0.1344 2.6283 0.3991
H -2.6228 2.2055 0.3383
C -3.6047 -0.1746 0.0496
O -4.1178 -1.2647 0.7525
N -4.5547 0.5702 -0.6483
H -4.1970 1.4522 -0.8669
C -5.9481 0.4954 -0.6973
C -6.2707 -0.8419 -1.3815
H -5.6922 -0.6850 -2.7535
H -5.7707 -1.7310 -1.0063
H -7.2624 -1.1858 -1.7394
C -6.6219 0.5066 0.5627
H -6.3853 -0.5400 1.2843
H -7.6960 0.2102 0.5137
H -6.4527 1.3678 1.1038
H -6.3231 1.2230 -1.4518
H -1.6265 -1.8722 0.1883
H 0.6872 -2.6607 0.2236
H 4.2773 1.1616 0.8937
H 4.6556 -0.3319 1.0819
H 4.3083 1.0242 -1.7507
H 4.5651 -0.7249 -1.1751
H 7.9617 -0.1719 -0.7809
H 6.7859 -0.4651 0.6601
H 6.7928 -1.5351 -0.8212
*
```

---

Version b
Here is C15H19N3O4 in the gas phase from the Open Molecules 2025 dataset. Energies are from wB97M-V/def2-TZVPD.

Calculated values
SMILES ... C[C@@H](O)[C@H](N)C(=O)N[C@@H](Cc1c[nH]c2ccccc12)C(=O)O
HOMO energy ... -0.2690 hartree

Geometry as ORCA input:
```
! RIJCOSX wB97M-V def2-TZVPD def2/J DEFGRID3
* xyz 0 1
C -2.4565 -0.9225 -2.8612
C -1.3581 -0.5531 -1.9144
C -3.7314 -0.1493 -2.4438
C -4.1930 -0.3005 -1.0613
C 0.5966 -1.0244 -0.7991
C 1.8621 -1.8920 -0.7006
C 0.2376 -0.6700 0.6817
C 1.0548 0.6679 1.1863
C 0.6081 1.9651 0.7761
C 2.0221 0.8612 2.1414
C 2.1776 2.2478 2.3672
C 2.6755 -0.0723 2.9832
C 3.0437 2.7094 3.2561
C 3.4955 0.3834 3.9620
C 3.7501 1.7631 4.0008
H -3.1490 -2.5466 -3.9808
H -1.7543 -2.8156 -3.2205
H -2.1481 -0.1664 -3.6412
H -4.4057 -0.6060 -3.3071
H -2.7218 1.6070 -2.4794
H -3.8242 -1.2837 -0.5676
H -3.8014 0.5937 -0.6074
H -5.2473 -0.3965 -0.7428
H -0.0863 -2.1078 -2.3116
H 0.8974 -0.0849 -1.1962
H -0.8445 -0.6163 0.9131
H 0.6013 -1.5125 1.3353
H -0.1893 2.2246 0.1579
H 0.9854 3.8763 1.3356
H 2.3495 -1.0739 2.9460
H 3.3433 3.7468 3.4686
H 4.1525 -0.2932 4.5828
H 4.4694 2.2021 4.7507
H 3.5695 -2.0484 -0.1062
N -2.5752 -2.2824 -3.2846
N -0.5143 -1.5809 -1.5924
N 1.2204 2.8996 1.4713
O -1.3237 0.5700 -1.3355
O -3.5453 1.2216 -2.8994
O 2.0828 -2.4990 -1.6721
O 2.6742 -2.0415 0.4090
*
```

---

Most stable structure - version b; separation to the second - 5.936 eV.

---

Version a
Here is C3H2N2O2 in the gas phase from the Open Molecules 2025 dataset. Energies are from wB97M-V/def2-TZVPD.

Calculated values
SMILES ... O=Cc1ncno1
HOMO energy ... -0.4095 hartree

Geometry as ORCA input:
```
! RIJCOSX wB97M-V def2-TZVPD def2/J DEFGRID3
* xyz 0 1
O -0.1573 2.6146 0.4507
C 0.5854 1.6849 0.2908
C 0.1204 0.2371 0.2954
N 0.2651 -0.3948 -0.8242
C -0.4206 -1.5587 -0.6147
N -0.8517 -1.7123 0.6049
O -0.5296 -0.4538 1.2259
H 1.6485 1.7726 -0.0247
H -0.6473 -2.2113 -1.4619
*
```

---

Version b
Here is C3H2N2O2 in the gas phase from the Open Molecules 2025 dataset. Energies are from wB97M-V/def2-TZVPD.

Calculated values
SMILES ... [H]/N=C(/C#N)OC=O
HOMO energy ... -0.4113 hartree

Geometry as ORCA input:
```
! RIJCOSX wB97M-V def2-TZVPD def2/J DEFGRID3
* xyz 0 1
N -1.8303 -1.1194 -0.0403
C -0.8574 -0.3361 0.1095
O 0.4897 -0.7155 0.2431
C 1.5541 0.1233 -0.1035
O 1.4878 1.2164 -0.5646
C -1.0226 1.1025 0.1943
N -0.7725 2.2299 0.1992
H -1.5726 -2.1039 -0.1275
H 2.5182 -0.3719 0.0724
*
```

---

Most stable structure - version b; separation to the second - 0.608 eV.

---

Version a
Here is C3H2N2O2 as an isolated structure from the Open Molecules 2025 dataset. Energies are from wB97M-V/def2-TZVPD.

Calculated values
HOMO energy ... -0.3646 hartree

Geometry as ORCA input:
```
! RIJCOSX wB97M-V def2-TZVPD def2/J DEFGRID3
* xyz 0 1
N -1.9452 -1.2000 -0.0057
C -1.1526 -0.2668 0.0714
O 0.5846 -0.7788 0.2038
C 1.5651 0.1005 -0.0456
O 1.4448 1.2829 -0.2599
C -1.1605 1.1462 0.1087
N -0.4721 2.0884 0.0700
H -1.4739 -2.1037 -0.0587
H 2.6099 -0.2686 -0.0839
*
```

---

Version b
Here is C3H2N2O2 in the gas phase from the Open Molecules 2025 dataset. Energies are from wB97M-V/def2-TZVPD.

Calculated values
SMILES ... O=c1cncno1
HOMO energy ... -0.3719 hartree

Geometry as ORCA input:
```
! RIJCOSX wB97M-V def2-TZVPD def2/J DEFGRID3
* xyz 0 1
C -1.2042 -0.2249 -0.1293
C -0.3526 0.9611 0.0738
C 1.3648 -0.3559 -0.2534
H -0.8067 1.8687 0.3666
H 2.3976 -0.1418 -0.1583
N 0.8008 0.9652 0.1080
N 0.7637 -1.4218 -0.1340
O -2.3494 -0.1660 -0.2092
O -0.6140 -1.4846 0.3358
*
```

---

Most stable structure - version a; separation to the second - 0.661 eV.

---

Version a
Here is C3H2N2O2 in the gas phase from the Open Molecules 2025 dataset. Energies are from wB97M-V/def2-TZVPD.

Calculated values
SMILES ... [H]/N=C(/C#N)OC=O
HOMO energy ... -0.4095 hartree

Geometry as ORCA input:
```
! RIJCOSX wB97M-V def2-TZVPD def2/J DEFGRID3
* xyz 0 1
N 0.9713 1.2380 -0.3669
C 0.5466 0.3836 0.4320
O -0.3644 -0.6497 0.3036
C -0.8286 -0.9990 -0.9194
O -0.5694 -0.4595 -1.9570
C 0.8995 0.4381 1.8735
N 0.1640 1.1171 2.4453
H 0.6432 1.0678 -1.3106
H -1.4766 -1.8722 -0.7901
*
```

---

Version b
Here is C3H2N2O2 as an isolated structure from the Open Molecules 2025 dataset. Energies are from wB97M-V/def2-TZVPD.

Calculated values
HOMO energy ... -0.3647 hartree

Geometry as ORCA input:
```
! RIJCOSX wB97M-V def2-TZVPD def2/J DEFGRID3
* xyz 0 1
O 0.4683 -0.5158 -1.4787
C 1.4704 0.3464 -1.6489
C -0.1287 -0.2441 -0.2875
N 0.2094 -0.7270 0.8531
C -0.6700 -0.0533 1.6607
N -1.4800 0.7649 1.0536
O -1.1116 0.6328 -0.2850
H 1.9398 -0.0174 -2.5822
H -0.6948 -0.1763 2.7342
*
```

---

Most stable structure - version a; separation to the second - 2.306 eV.

---

Version a
Here is a 2-piece molecular cluster, C3H2N2O2 overall from the Open Molecules 2025 dataset. Energies are from wB97M-V/def2-TZVPD.

Calculated values
HOMO energy ... -0.3858 hartree

Geometry as ORCA input:
```
! RIJCOSX wB97M-V def2-TZVPD def2/J DEFGRID3
* xyz 0 1
N 0.9258 -1.9546 0.7331
C 0.4241 -0.8332 0.4241
O 0.7938 0.4236 0.5228
C -0.3990 1.4939 -0.5697
O -0.1840 1.7550 -1.6716
C -0.9080 -0.7748 -0.2097
N -1.8240 -0.2719 -0.7219
H 1.8454 -1.8190 1.1458
H -0.6741 1.9809 0.3471
*
```

---

Version b
Here is C3H2N2O2 in the gas phase from the Open Molecules 2025 dataset. Energies are from wB97M-V/def2-TZVPD.

Calculated values
HOMO energy ... -0.3278 hartree

Geometry as ORCA input:
```
! RIJCOSX wB97M-V def2-TZVPD def2/J DEFGRID3
* xyz 0 1
O -2.8017 -0.2288 -0.1417
C -2.0527 0.7105 0.0126
C -0.7515 0.6008 0.6594
N 0.3689 0.3197 0.2695
C 1.5435 -0.0759 0.0270
N 1.8905 -1.4953 0.2747
O 1.8003 -2.1825 -0.7022
H -2.3584 1.7507 -0.2087
H 2.3610 0.6008 -0.1906
*
```

---

Version c
Here is C3H2N2O2 as an isolated structure from the Open Molecules 2025 dataset. Energies are from wB97M-V/def2-TZVPD.

Calculated values
HOMO energy ... -0.3874 hartree

Geometry as ORCA input:
```
! RIJCOSX wB97M-V def2-TZVPD def2/J DEFGRID3
* xyz 0 1
C -0.6432 -1.2324 -1.1255
C 0.4240 -0.3666 0.2411
C -0.5228 0.1471 -0.5883
H -0.4823 -1.5061 -2.2091
H -1.5881 -1.8730 -0.7146
N 0.8731 0.4384 1.2087
N -0.6274 1.4517 -0.2750
O 0.4480 -1.6932 -0.1424
O 0.1524 1.5507 0.7954
*
```

---

Version d
Here is a 2-piece molecular cluster, C3H2N2O2 overall from the Open Molecules 2025 dataset. Energies are from wB97M-V/def2-TZVPD.

Calculated values
HOMO energy ... -0.3532 hartree

Geometry as ORCA input:
```
! RIJCOSX wB97M-V def2-TZVPD def2/J DEFGRID3
* xyz 0 1
C -1.8972 -0.9568 0.1899
C 1.1847 1.2260 -0.1565
C 0.9845 -0.0627 0.5480
N -1.5915 -0.1370 0.9856
N 1.4543 -0.0578 -0.7216
O -2.1321 -1.8211 -0.5930
O 1.1186 2.3436 -0.4576
H -0.8988 0.1614 1.6244
H 1.7775 -0.6956 -1.4193
*
```

---

Most stable structure - version a; separation to the second - 0.834 eV.